# 1
The following is a quantum chemistry calculation of a 2-piece molecular cluster, C2H6OS2 overall, from the OMol25 dataset.

As for the LUMO energy: 0.5233 eV. The calculation puts the energy above the lowest of the compared OMol25 structures with the same formula, charge and spin at 2.4 kcal/mol. The electronic energy is -25888.594 eV. For the HOMO-LUMO gap, the calculation gives 10.05 eV. The molar mass is 110.20 g mol⁻¹. Its spin multiplicity is 1. The SMILES is CC=O.SS.

Element x y z (Å)
1 C -3.347 0.258 -0.344
2 C -2.603 0.435 -1.640
3 O -1.835 1.341 -1.831
4 H -4.133 -0.495 -0.415
5 H -2.624 -0.017 0.424
6 H -3.784 1.222 -0.077
7 H -2.702 -0.332 -2.379
8 S 1.328 -0.044 0.053
9 S 2.542 -0.801 1.542
10 H 0.290 0.346 0.809
11 H 2.230 -2.092 1.353

Results of the natural (NBO) charge analysis, in e, for atoms 1 through 4: atom 1 (C): -0.73, atom 2 (C): 0.44, atom 3 (O): -0.52, atom 4 (H): 0.22

---

# 2
The following is a quantum chemistry calculation of a 2-piece molecular cluster, C2H6OS2 overall, from the OMol25 dataset.

As for the LUMO energy: 0.5453 eV. The calculation puts the energy above the lowest of the compared OMol25 structures with the same formula, charge and spin at 24.0 kcal/mol. The electronic energy is -25887.654 eV. For the HOMO-LUMO gap, the calculation gives 9.04 eV. The molar mass is 110.20 g mol⁻¹. Its spin multiplicity is 1. The SMILES is CC=O.SS.

Element x y z (Å)
1 C -2.465 0.320 -0.516
2 C -1.189 0.520 -1.364
3 O -0.994 1.493 -2.014
4 H -3.315 -0.011 -1.020
5 H -2.208 -0.298 0.313
6 H -2.706 1.301 -0.228
7 H -0.431 -0.173 -1.089
8 S 2.456 -0.271 1.242
9 S 3.998 -1.127 1.988
10 H 3.089 0.746 0.779
11 H 3.765 -2.499 1.911

Results of the natural (NBO) charge analysis, in e, for atoms 1 through 4: atom 1 (C): -0.72, atom 2 (C): 0.45, atom 3 (O): -0.51, atom 4 (H): 0.23

---

# 3
The following is a quantum chemistry calculation of a 2-piece molecular cluster, C2H6OS2 overall, from the OMol25 dataset.

As for the LUMO energy (alpha / beta): -5.0466 / -9.1107 eV. The net charge is +1. The calculation puts the energy above the lowest of the compared OMol25 structures with the same formula, charge and spin at 20.9 kcal/mol. The electronic energy is -25879.058 eV. For the HOMO-LUMO gap (alpha / beta), the calculation gives 8.85 / 4.65 eV. The molar mass is 110.20 g mol⁻¹. Its spin multiplicity is 2.

Element x y z (Å)
1 O -1.193 -0.655 -2.869
2 C -1.497 -1.181 -1.848
3 H -2.162 -2.054 -1.752
4 H -1.103 -0.783 -0.883
5 C 0.071 -0.234 2.518
6 S 1.115 -0.143 1.090
7 S 0.239 1.228 -0.160
8 H -0.002 0.775 2.934
9 H -0.920 -0.649 2.297
10 H 0.564 -0.928 3.205
11 H 1.109 2.186 0.241

Results of the natural (NBO) charge analysis, in e, for atoms 1 through 4: atom 1 (O): -0.44, atom 2 (C): 0.30, atom 3 (H): 0.14, atom 4 (H): 0.04